[1]
55
Properties=species:S:1:pos:R:3 method="wB97M-V/def2-TZVPD" multiplicity=1 energy_ev=-41634.5045 largest_force_ha_per_bohr=0.0395 homo_lumo_gap_ev=6.15 homo_ha=-0.151 total_charge=-1
O -0.125 -0.028 0.118
C 0.911 -0.502 -0.797
C 0.395 0.410 -1.901
H 0.777 -1.574 -1.010
H 1.905 -0.248 -0.407
C -0.738 0.796 -0.919
H 0.131 -0.132 -2.810
H 1.093 1.222 -2.107
C -2.088 0.193 -1.242
H -2.022 -0.903 -1.267
H -2.449 0.552 -2.210
H -2.813 0.495 -0.477
C -0.818 2.252 -0.496
H 0.182 2.680 -0.341
H -1.405 2.357 0.432
H -1.327 2.815 -1.290
Sn 0.054 -0.072 2.823
C 1.247 1.897 4.019
C 2.166 0.824 3.898
C 2.464 0.626 2.513
H 2.694 0.340 4.734
C 1.777 1.660 1.790
C 0.952 2.390 2.712
H 0.339 3.265 2.487
H 0.913 2.318 4.976
H 3.216 -0.044 2.094
H 1.973 1.969 0.770
C -2.174 -0.691 4.405
C -2.290 0.587 3.774
C -2.349 0.364 2.349
H -2.361 1.555 4.290
C -2.125 -1.051 2.117
C -1.885 -1.674 3.394
H -1.639 -2.730 3.586
H -2.418 -0.856 5.451
H -2.762 1.062 1.626
H -2.369 -1.584 1.203
O 0.714 -1.612 -4.780
C 0.224 -0.552 -5.637
C 0.413 -0.952 -7.110
H 0.807 0.366 -5.433
H -0.823 -0.332 -5.370
C 1.607 -1.921 -7.027
H 0.588 -0.089 -7.753
H -0.472 -1.498 -7.460
C 1.391 -2.568 -5.647
H 2.537 -1.338 -7.021
H 1.637 -2.643 -7.844
H 2.329 -2.892 -5.170
H 0.762 -3.469 -5.780
F 0.250 -0.718 5.416
B 0.251 -0.206 6.788
F 0.068 -1.301 7.664
F 1.487 0.435 7.014
F -0.800 0.749 6.863

[2]
19
Properties=species:S:1:pos:R:3 method="wB97M-V/def2-TZVPD" multiplicity=1 energy_ev=-10484.4868 de_lowest_kj_mol=62.9 largest_force_ha_per_bohr=0.0295 homo_lumo_gap_ev=10.84 homo_ha=-0.376 smiles=C[C@@H](O)CCO.O
C 2.194 -0.420 -1.511
C 1.329 0.516 -0.708
O 0.605 1.320 -1.648
C 0.321 -0.218 0.187
C -0.560 0.736 0.996
O -1.016 -0.013 2.160
H 2.972 0.078 -2.091
H 2.736 -1.075 -0.831
H 1.695 -1.076 -2.223
H 2.042 1.082 -0.091
H 0.210 2.057 -1.174
H 0.849 -0.811 0.934
H -0.183 -0.842 -0.549
H -1.427 1.059 0.421
H 0.028 1.580 1.356
H -1.969 -0.074 2.000
O -3.344 -1.317 1.291
H -4.007 -1.279 0.600
H -2.475 -1.303 0.881